Here is C21H16BClF2N5O2S2Sc as an isolated structure from the Open Molecules 2025 dataset. Energies are from ωB97M-V/def2-TZVPD.

```
51
Properties=species:S:1:pos:R:3:mulliken_charge:R:1
Sc 1.198 -0.697 -0.300 0.147
C 5.053 1.104 -0.558 -1.258
C 3.739 0.913 0.153 1.045
O 3.170 -0.215 -0.055 -0.495
C 3.212 1.917 0.935 -1.311
C 1.950 1.839 1.587 1.240
C 1.542 2.996 2.462 -1.438
N 1.145 0.829 1.408 0.453
N -0.060 0.910 2.107 -0.768
C -0.774 -0.137 1.818 0.458
O -0.387 -1.088 1.040 -0.646
C -2.132 -0.239 2.425 0.367
C -2.680 0.823 3.145 -0.388
C -3.948 0.721 3.694 -0.624
C -4.690 -0.444 3.531 -0.276
C -4.152 -1.502 2.813 -0.813
C -2.882 -1.399 2.263 -0.132
H 5.620 0.174 -0.521 0.307
H 5.641 1.926 -0.150 0.360
H 4.837 1.309 -1.610 0.226
H 3.787 2.824 1.066 0.132
H 2.377 3.682 2.601 0.389
H 1.173 2.651 3.426 0.328
H 0.717 3.528 1.982 0.264
H -2.092 1.724 3.254 0.453
H -4.363 1.556 4.246 0.357
H -5.685 -0.522 3.956 0.359
H -4.721 -2.413 2.670 0.373
H -2.458 -2.217 1.696 0.328
S 1.949 -0.333 -2.891 -0.342
C 1.299 1.249 -2.701 0.854
S 0.078 1.452 -1.495 -0.429
C 1.749 2.334 -3.467 0.005
C 2.760 2.196 -4.452 -0.017
N 3.566 2.127 -5.278 -0.672
C 1.210 3.639 -3.329 0.025
N 0.810 4.722 -3.261 -0.673
F 1.151 -4.257 -0.079 -0.268
B 1.929 -3.145 -0.329 0.226
F 3.185 -3.596 -0.607 -0.237
Cl -3.525 -4.475 -0.457 -0.268
C -2.657 -3.277 -1.383 -0.069
C -3.186 -2.795 -2.565 -0.140
C -2.448 -1.847 -3.252 -0.924
C -1.237 -1.420 -2.724 -0.123
N -0.748 -1.885 -1.576 0.371
C -1.441 -2.808 -0.916 -0.668
H -4.141 -3.152 -2.927 0.437
H -2.805 -1.427 -4.182 0.381
H -0.622 -0.681 -3.220 0.279
H -1.012 -3.174 0.006 0.811
```

Total charge: -2
Gap between HOMO and LUMO, eV: 6.0
DFT total energy, hartree: -3476.3215
Energy above the lowest of the compared OMol25 structures with the same formula, charge and spin, kcal/mol: 14.8
LUMO energy, eV: 4.1
E_HOMO, eV: -1.898

***

Here is C21H16BF2IN2O2S as an isolated structure at a distorted geometry from the Open Molecules 2025 dataset. Energies are from ωB97M-V/def2-TZVPD.

```
46
Properties=species:S:1:pos:R:3:mulliken_charge:R:1
C -2.074 -6.211 -2.414 -0.039
C -1.709 -5.071 -2.380 -1.057
C -1.248 -3.748 -2.129 0.454
C 0.068 -3.587 -2.033 -0.895
C 0.594 -2.318 -1.779 0.670
N 1.868 -1.972 -1.663 -0.755
S 1.866 -0.391 -1.394 0.203
N 0.289 -0.082 -1.403 -0.503
C -0.309 -1.249 -1.628 1.319
C -1.695 -1.456 -1.744 -0.526
I -2.920 0.233 -1.542 0.100
C -2.189 -2.675 -1.988 0.640
C -3.647 -2.999 -2.156 -1.492
B -4.504 -2.968 -0.808 0.715
O -4.344 -3.900 0.201 -0.555
O -5.475 -1.984 -0.632 -0.470
H -2.309 -7.222 -2.622 0.506
H 0.722 -4.431 -2.171 0.504
H -3.705 -4.006 -2.565 0.298
H -4.085 -2.290 -2.856 0.341
H -4.957 -4.633 0.048 0.294
H -6.130 -2.091 -1.337 0.288
F -2.045 5.834 3.164 -0.322
C -1.747 4.754 2.413 0.344
C -0.429 4.513 2.079 -0.680
C -0.132 3.397 1.309 -0.348
C -1.142 2.550 0.882 -0.104
C -2.460 2.814 1.226 -0.179
C -2.770 3.922 2.002 -0.619
H 0.345 5.190 2.416 0.442
H 0.893 3.190 1.044 0.643
H -0.897 1.685 0.280 0.151
H -3.250 2.155 0.888 0.233
H -3.790 4.143 2.288 0.415
F 3.112 3.201 0.764 -0.277
C 4.198 2.472 1.095 0.379
C 4.272 1.906 2.352 -0.356
C 5.388 1.149 2.679 -0.368
C 6.410 0.976 1.756 -0.523
C 6.316 1.557 0.500 -0.378
C 5.200 2.309 0.160 -0.460
H 3.467 2.059 3.058 0.444
H 5.458 0.694 3.658 0.359
H 7.280 0.387 2.017 0.372
H 7.113 1.426 -0.220 0.364
H 5.103 2.764 -0.817 0.431
```

Gap between HOMO and LUMO, eV: 8.0
DFT total energy, hartree: -1990.3059
LUMO energy, eV: -0.8
E_HOMO, eV: -8.823

***

Here is C21H16Br2F6NO7PS3Tc as an isolated structure from the Open Molecules 2025 dataset. Energies are from ωB97M-V/def2-TZVPD.

```
58
Properties=species:S:1:pos:R:3:mulliken_charge:R:1
Tc 0.364 -0.703 0.460 0.806
O -2.511 0.848 1.803 -0.620
S -2.450 0.864 0.383 1.421
O -2.800 2.005 -0.379 -0.656
O -0.957 0.534 -0.067 -0.352
C -3.341 -0.556 -0.208 0.185
C -4.714 -0.370 -0.208 -0.933
C -5.560 -1.407 -0.573 -0.773
C -5.036 -2.640 -0.930 -0.826
C -3.664 -2.835 -0.923 -0.463
C -2.794 -1.794 -0.574 0.165
P -1.064 -2.250 -0.754 2.138
C -0.520 -2.105 -2.445 1.132
C -1.396 -1.590 -3.403 -0.842
C -0.988 -1.506 -4.726 -0.777
C 0.286 -1.922 -5.086 -0.592
C 1.164 -2.427 -4.130 -0.946
C 0.766 -2.520 -2.811 -0.672
C -0.803 -3.870 -0.074 0.844
C -0.199 -4.892 -0.811 -0.520
C -0.068 -6.149 -0.246 -0.809
C -0.538 -6.389 1.039 -0.591
C -1.157 -5.378 1.767 -0.962
C -1.296 -4.119 1.215 -0.616
H -5.125 0.591 0.079 0.559
H -6.630 -1.248 -0.571 0.455
H -5.689 -3.454 -1.212 0.483
H -3.268 -3.806 -1.196 0.511
H -2.389 -1.259 -3.123 0.407
H -1.667 -1.121 -5.474 0.492
H 0.600 -1.856 -6.119 0.462
H 2.154 -2.753 -4.420 0.485
H 1.453 -2.924 -2.074 0.610
H 0.147 -4.723 -1.822 0.568
H 0.394 -6.945 -0.814 0.470
H -0.437 -7.376 1.472 0.458
H -1.539 -5.575 2.760 0.495
H -1.805 -3.345 1.769 0.561
F 0.915 1.148 4.666 -0.207
C -0.102 0.887 3.870 0.696
F -1.233 1.237 4.413 -0.187
F 0.062 1.499 2.700 -0.172
S -0.130 -0.985 3.601 1.174
O -0.583 -1.196 2.174 -0.154
O -1.008 -1.552 4.542 -0.585
N 1.363 -1.500 3.710 -0.500
S 2.263 -1.221 2.469 1.036
O 2.353 0.161 2.065 -0.552
O 1.830 -1.993 1.249 -0.661
C 3.896 -1.961 2.993 0.526
F 4.735 -1.760 2.001 -0.160
F 4.276 -1.331 4.075 -0.145
F 3.709 -3.240 3.213 -0.159
Br 1.865 0.438 -1.289 -0.035
C 0.842 2.102 -1.816 -0.378
Br -0.377 1.774 -3.194 0.037
H 1.646 2.758 -2.126 0.540
H 0.343 2.420 -0.911 0.130
```

Total charge: +2
Gap between HOMO and LUMO (spin up / spin down), eV: 6.9 / 6.6
Expectation value of S²: 3.81
2S+1: 4
DFT total energy, hartree: -8754.5703
LUMO energy (spin up / spin down), eV: -8.5 / -8.8
E_HOMO (spin up / spin down), eV: -15.486 / -15.412

***

Here is C21H16CaIN4O6Se as an isolated structure at a distorted geometry from the Open Molecules 2025 dataset. Energies are from ωB97M-V/def2-TZVPD.

```
50
Properties=species:S:1:pos:R:3:mulliken_charge:R:1
Ca 0.311 -0.788 -0.112 1.924
O 4.279 -2.549 -0.185 -0.747
C 3.092 -2.245 -0.059 0.191
O 2.566 -1.101 0.235 -0.696
C 2.044 -3.377 -0.198 0.240
C 2.322 -4.725 -0.195 -0.703
C 1.245 -5.617 -0.214 -0.102
C -0.071 -5.154 -0.223 -0.749
C -0.273 -3.791 -0.239 0.501
N 0.776 -2.953 -0.235 -0.205
C -1.661 -3.094 -0.185 0.100
O -2.649 -3.815 -0.037 -0.778
O -1.595 -1.806 -0.281 -0.700
H 3.356 -5.049 -0.167 0.489
H 1.435 -6.683 -0.211 0.406
H -0.932 -5.817 -0.215 0.489
C -2.043 1.429 -2.985 -1.025
N -1.714 2.409 -1.961 0.324
C -2.108 2.326 -0.656 -0.373
Se -3.315 1.175 0.092 -0.261
N -1.457 3.351 -0.027 0.092
C -0.607 4.035 -0.903 0.801
C 0.257 5.100 -0.732 -1.023
C 0.950 5.549 -1.856 -0.460
C 0.780 4.939 -3.101 -0.678
C -0.099 3.868 -3.260 -0.627
C -0.783 3.440 -2.138 0.379
H -2.709 0.699 -2.543 0.316
H -1.132 0.937 -3.313 0.303
H -2.537 1.915 -3.826 0.330
H -1.422 3.376 0.973 0.298
H 0.412 5.548 0.246 0.379
H 1.638 6.380 -1.759 0.381
H 1.344 5.299 -3.957 0.369
H -0.232 3.381 -4.223 0.419
O 0.691 0.480 -1.892 -0.720
C 1.010 1.380 -1.029 0.542
O 0.602 1.403 0.183 -0.626
H 1.674 2.183 -1.351 0.358
I -3.331 -1.098 5.105 0.065
C -1.449 -1.088 4.228 -0.423
C -0.310 -1.251 5.002 -0.037
C 0.929 -1.226 4.377 -0.913
C 0.986 -1.035 3.007 -0.266
N -0.126 -0.886 2.265 -0.001
C -1.331 -0.914 2.860 -0.264
H -0.388 -1.394 6.072 0.378
H 1.841 -1.352 4.948 0.398
H 1.929 -0.991 2.465 0.547
H -2.194 -0.799 2.212 0.357
```

Total charge: -1
Gap between HOMO and LUMO, eV: 7.2
DFT total energy, hartree: -4857.3865
Energy above the lowest of the compared OMol25 structures with the same formula, charge and spin, kcal/mol: 35.5
LUMO energy, eV: 2.1
E_HOMO, eV: -5.033

***

Here is one molecule with the formula C21H16Cl2N4O3 at a distorted geometry from the Open Molecules 2025 dataset. Energies are from ωB97M-V/def2-TZVPD.

```
46
Properties=species:S:1:pos:R:3:mulliken_charge:R:1
C -1.276 -3.094 -1.842 -1.456
C -1.606 -1.712 -1.349 0.450
C -1.003 -1.128 -0.264 -0.081
N 0.147 -1.592 0.375 -0.686
C 1.186 -0.787 0.605 0.083
C 2.425 -1.240 1.275 0.388
O 2.577 -2.321 1.840 -0.620
N 3.330 -0.213 1.351 0.307
C 4.638 -0.301 1.867 -0.160
C 4.830 -0.360 3.218 -0.465
C 6.169 -0.284 3.692 -0.604
C 7.276 -0.296 2.810 -0.494
C 7.002 -0.271 1.430 -0.546
C 5.701 -0.226 0.961 0.654
Cl 5.425 -0.236 -0.778 -0.200
C 2.793 0.863 0.698 -0.220
O 3.378 1.936 0.606 -0.596
C 1.372 0.673 0.213 0.960
Cl 1.177 1.029 -1.518 -0.156
C -1.810 0.032 0.131 0.359
O -1.606 0.708 1.134 -0.739
N -2.772 0.219 -0.859 0.483
C -3.775 1.228 -0.871 0.075
C -4.077 1.811 -2.095 -0.015
C -5.052 2.791 -2.142 -0.606
C -5.803 3.121 -1.009 -0.390
C -5.493 2.581 0.202 -0.623
C -4.462 1.646 0.299 -0.244
N -2.682 -0.902 -1.750 0.051
C -3.798 -1.446 -2.565 -1.085
H -2.148 -3.713 -1.908 0.416
H -0.823 -3.071 -2.847 0.307
H -0.582 -3.583 -1.157 0.368
H 4.027 -0.373 3.913 0.465
H 6.336 -0.159 4.749 0.369
H 8.285 -0.246 3.212 0.374
H 7.814 -0.245 0.753 0.458
H 0.732 1.293 0.835 0.415
H -3.526 1.480 -2.962 0.464
H -5.254 3.208 -3.124 0.338
H -6.586 3.891 -1.094 0.339
H -6.029 2.910 1.079 0.383
H -4.240 1.176 1.256 0.385
H -3.932 -2.491 -2.344 0.369
H -3.553 -1.394 -3.631 0.308
H -4.730 -0.912 -2.399 0.415
```

Gap between HOMO and LUMO, eV: 7.4
DFT total energy, hartree: -2174.9431
Energy above the lowest of the compared OMol25 structures with the same formula, charge and spin, kcal/mol: 3.8
LUMO energy, eV: -0.6
E_HOMO, eV: -7.992

***

- What is the DFT total energy in the fourth record?
  -4857.3865 hartree